Record 1
98
Properties=species:S:1:pos:R:3 method="wB97M-V/def2-TZVPD" homo_ev="0.5069 / -3.8931" total_charge=-2 gap_ev="2.91 / 7.31" s2=3.768 spin_multiplicity=4
Pr -1.870 0.228 -0.193
I 0.638 -5.507 -6.004
Br 5.747 1.214 -2.731
Ge -5.351 -1.418 2.051
Cl -2.979 -2.254 1.403
Cl -4.954 0.650 1.155
Cl -6.420 -2.644 0.594
S 2.380 -5.220 -3.097
Si -0.506 2.617 2.266
F 6.934 -7.365 -0.001
F 5.236 -5.160 -3.917
F 2.267 -6.782 -0.623
F 7.427 -6.335 -2.605
F 4.409 -7.909 0.662
O -0.665 -1.020 -2.500
O 0.934 3.379 2.006
O -2.705 2.454 -0.953
O -0.507 2.497 3.906
O -0.765 1.217 1.440
O -4.167 1.194 -2.155
O -1.825 3.573 1.875
O -0.001 0.931 -1.635
O -4.422 3.382 -1.999
N -2.410 -6.351 -1.225
N 2.977 -0.654 -4.922
N -0.181 -1.981 0.387
N -3.857 -1.888 -2.149
N -3.798 2.353 -1.689
C 2.186 -6.123 -4.606
C -2.849 -5.384 -1.785
C 2.835 0.413 -2.371
C -2.317 5.294 3.469
C 3.785 -5.907 -2.267
C 6.185 -6.323 -2.069
C 4.020 0.524 -3.175
C -4.044 -2.847 -4.302
C 4.021 -0.050 -4.435
C 1.614 4.229 -0.242
C -2.490 1.176 4.412
C 2.749 2.309 0.889
C -3.439 -4.214 -2.377
C 5.088 -5.736 -2.722
C -1.006 5.830 1.296
C 2.045 3.627 1.081
C 0.273 -0.168 -2.309
C -1.065 1.504 4.836
C 5.949 -6.915 -0.836
C 4.611 -7.113 -0.415
C -1.123 2.184 6.211
C -3.362 5.281 1.285
C -3.604 -4.055 -3.783
C -2.060 5.002 2.020
C 1.891 -0.852 -4.167
C 1.712 -0.288 -2.872
C 3.526 -6.625 -1.084
C -0.109 0.290 4.864
C -4.125 -1.736 -3.479
C 2.841 4.609 1.902
C -3.592 -3.075 -1.590
H -2.833 0.299 4.972
H -0.682 5.345 0.393
H -3.493 -4.907 -4.462
H -2.587 0.889 3.344
H 3.806 4.739 1.376
H 2.103 1.567 0.421
H -1.625 1.416 6.854
H 0.769 -1.766 0.136
H -4.508 -0.721 -3.677
H 1.885 -7.157 -4.316
H -0.238 -2.102 1.407
H -0.606 -2.835 -0.041
H -3.524 -3.115 -0.477
H -4.170 4.722 1.787
H 2.509 4.436 -0.875
H 1.019 5.117 -0.163
H -0.083 2.329 6.627
H -2.985 4.468 3.813
H 1.063 -1.388 -4.633
H -0.286 -0.302 5.788
H 3.659 2.478 0.287
H 3.008 2.002 1.909
H 2.322 5.569 2.060
H 0.960 0.696 4.938
H -4.178 -2.728 -5.395
H -0.101 5.954 1.853
H -3.361 4.931 0.225
H 2.718 0.986 -1.497
H -3.200 1.964 4.645
H 3.002 4.158 2.880
H -1.433 5.159 4.101
H -3.568 6.342 1.391
H -0.186 -0.362 3.927
H -1.716 3.146 6.162
H 4.868 0.000 -5.105
H -1.398 6.824 1.115
H 1.043 3.521 -0.840
H -2.742 6.338 3.563
H 3.059 -6.073 -5.219

=====

Record 2
89
Properties=species:S:1:pos:R:3 method="wB97M-V/def2-TZVPD" homo_ev="-7.3233 / -7.7862" gap_ev="7.60 / 5.62" s2=2.020 spin_multiplicity=3
W -0.177 0.246 0.963
I -2.887 0.649 -0.363
S -0.424 2.998 0.430
S 4.554 0.925 0.148
P 1.523 -2.138 -1.556
P 0.592 0.363 -2.721
O -0.139 0.568 -1.441
O -1.229 1.197 1.933
O 2.867 -2.932 -1.329
O 0.588 -3.038 -2.455
O -0.259 -0.428 -3.786
O 0.926 1.677 -3.512
O 0.740 -1.720 -0.373
N 0.932 -0.462 2.532
N 2.338 -1.519 4.187
N 3.371 -3.730 4.530
N 1.171 2.396 2.405
N 1.807 0.660 0.324
C 3.332 2.045 -3.828
C 3.658 -2.507 0.953
C -2.582 -3.437 3.248
C -1.711 -0.492 -3.713
C 3.341 -3.559 -0.089
C 1.410 4.988 3.390
C 1.440 -5.267 -2.996
C 2.359 -4.615 0.398
C 2.033 3.362 -2.109
C 1.992 2.660 -3.449
C 0.634 4.733 2.272
C 0.907 -3.953 -3.541
C -1.315 -3.639 2.772
C 1.892 2.653 3.488
C -2.720 -1.416 1.881
C -5.405 -1.080 2.759
C -1.336 -1.525 1.521
C 2.059 -0.682 -2.517
C -0.706 -2.682 1.951
C -4.643 -2.095 3.265
C -2.156 -1.563 -4.684
C -3.322 -2.322 2.810
C 2.045 3.926 4.017
C -3.609 -0.480 1.318
C 2.973 0.780 0.300
C 1.608 -1.018 3.308
C 1.837 -3.352 -4.581
C 0.547 3.421 1.815
C -4.896 -0.275 1.726
C 2.864 -2.703 4.356
C -2.316 0.865 -4.025
H -1.808 -1.338 -5.694
H 2.330 2.674 -1.320
H -0.066 -4.131 -3.996
H 2.838 -3.224 -4.166
H 3.820 1.591 -2.964
H 1.055 3.777 -1.860
H 2.492 -0.934 -3.481
H 1.502 5.994 3.776
H 0.777 -5.643 -2.217
H -1.777 -2.538 -4.381
H 2.647 4.080 4.902
H 3.200 1.292 -4.607
H -5.044 -2.767 4.014
H -6.416 -0.924 3.112
H -3.035 -4.129 3.947
H 1.487 -6.003 -3.799
H 1.905 -4.030 -5.432
H 2.357 -5.485 -0.257
H 0.326 -2.856 1.679
H 4.058 -2.985 1.847
H 1.692 3.372 -4.217
H -1.914 1.625 -3.353
H -3.245 -1.603 -4.687
H 1.349 -4.203 0.431
H 2.364 1.793 3.953
H 3.991 2.821 -4.216
H 2.755 -1.958 1.215
H -3.396 0.823 -3.884
H 2.639 -4.937 1.401
H 4.268 -4.036 -0.408
H -1.976 -0.791 -2.699
H -0.750 -4.510 3.080
H 2.805 -0.157 -1.920
H 2.439 -5.131 -2.584
H 0.096 5.516 1.756
H -5.512 0.463 1.233
H -2.097 1.150 -5.055
H 4.392 -1.800 0.567
H 1.449 -2.397 -4.935
H 2.763 4.171 -2.148

=====

Record 3
78
Properties=species:S:1:pos:R:3 method="wB97M-V/def2-TZVPD" homo_ev="-8.1505 / -8.4947" gap_ev="8.19 / 8.12" s2=2.007 spin_multiplicity=3
Ni 0.036 0.444 -0.127
O 3.418 2.512 0.771
O -3.403 2.524 -0.766
N -1.889 0.803 -0.431
N -0.005 -1.625 0.019
N 0.020 2.428 -0.052
N 1.903 0.799 0.400
C 1.874 -0.563 2.896
C -3.697 -0.577 0.458
C -1.461 -1.721 -3.828
C -4.544 -1.666 0.294
C -4.944 0.103 2.572
C 0.003 5.112 0.045
C -2.829 -0.242 -0.592
C -2.463 -0.216 2.606
C -2.589 0.528 -3.735
C 3.706 -0.606 -0.461
C -2.801 -0.997 -1.777
C -3.661 0.212 1.752
C 2.559 0.519 3.736
C -1.903 -0.575 -2.924
C 3.684 0.170 -1.764
C 3.634 -2.090 1.907
C 4.510 -2.440 0.892
C -4.523 -2.422 -0.868
C 2.519 -0.299 -2.642
C -1.177 4.430 -0.241
C -1.126 3.047 -0.277
C -3.654 -2.090 -1.893
C 4.543 -1.699 -0.279
C -2.285 2.091 -0.527
C 1.400 -1.712 3.781
C 1.152 3.043 0.241
C 1.187 4.426 0.298
C 4.988 0.083 -2.552
C 2.835 -0.252 0.580
C 2.305 2.083 0.501
C 2.790 -0.994 1.770
H 3.530 1.222 -1.514
H 1.559 -0.232 -2.117
H -0.166 -1.896 0.986
H -3.650 -2.683 -2.798
H 5.235 -1.982 -1.061
H 2.885 1.352 3.116
H 5.845 0.354 -1.935
H -5.081 -0.900 2.980
H -4.901 0.793 3.416
H -5.231 -1.934 1.084
H -5.189 -3.268 -0.975
H -2.388 0.399 3.504
H 4.952 0.768 -3.400
H -5.822 0.354 1.975
H -1.923 0.911 -4.510
H -0.993 -2.530 -3.264
H -2.574 -1.257 2.920
H 2.203 -2.085 4.419
H -0.773 -2.008 -0.529
H -2.298 -2.144 -4.386
H 5.154 -0.919 -2.951
H 0.599 -1.372 4.438
H 2.442 0.306 -3.547
H -2.895 1.354 -3.094
H 2.112 4.928 0.541
H -3.485 0.133 -4.218
H -0.003 6.194 0.079
H -3.539 1.265 1.488
H 0.867 -2.062 -0.269
H 1.027 -2.556 3.196
H -0.738 -1.358 -4.559
H -2.112 4.936 -0.431
H 2.664 -1.340 -2.940
H 3.441 0.104 4.227
H 1.883 0.894 4.506
H 3.614 -2.674 2.817
H -1.524 -0.116 2.057
H 5.169 -3.290 1.014
H -0.996 -0.133 -2.491
H 0.988 -0.102 2.442

=====

Record 4
87
Properties=species:S:1:pos:R:3 method="wB97M-V/def2-TZVPD" homo_ev=-8.8534 gap_ev=8.89
P 1.624 -0.528 2.655
O 2.614 2.188 2.996
O 0.789 -0.701 1.228
O 3.610 0.927 1.211
O 2.974 3.154 0.886
O 5.710 1.284 -0.836
O 0.514 0.155 3.686
N -5.684 -2.846 -0.589
N -5.899 -6.785 3.051
N -7.116 0.584 -4.921
N 10.086 0.397 -1.331
N -2.837 0.763 -1.485
C -4.224 -4.573 3.314
C 9.342 -0.612 -0.884
C -4.356 -5.486 4.347
C -7.983 -3.352 -2.080
C -1.619 0.702 -2.025
C -0.899 -0.475 -2.167
C -3.371 -0.383 -1.067
C -5.513 1.412 -3.337
C -1.476 -1.656 -1.727
C -2.742 -1.611 -1.167
C 2.626 4.058 5.288
C 10.924 -2.248 -1.575
C -6.031 2.691 -3.455
C -5.778 -3.912 -1.384
C -7.097 2.903 -4.315
C -6.739 -2.034 -0.539
C 3.108 5.800 1.836
C 11.249 0.087 -1.901
C -6.091 0.400 -4.091
C -4.941 -4.779 2.147
C 6.658 1.619 -1.848
C 9.711 -1.945 -0.979
C 11.711 -1.211 -2.048
C 5.163 2.435 -0.230
C -5.201 -6.570 4.164
C 3.368 4.705 2.901
C -7.905 -2.240 -1.258
C -6.896 -4.208 -2.146
C -5.760 -5.896 2.070
C 2.615 5.097 4.173
C -7.600 1.820 -5.020
B 2.953 3.322 2.277
B 3.883 2.143 0.616
B 2.717 1.033 2.243
H -8.728 -1.545 -1.178
H 0.372 0.152 1.006
H 11.835 0.928 -2.255
H 7.351 0.802 -1.959
H 7.237 2.487 -1.546
H 3.560 3.513 5.330
H -7.531 3.886 -4.439
H 9.065 -2.721 -0.595
H 2.139 5.619 1.382
H 3.827 5.749 1.029
H -4.906 -4.558 -1.407
H 12.665 -1.403 -2.521
H 11.250 -3.276 -1.670
H 3.094 6.780 2.297
H 4.946 3.234 -0.942
H 8.400 -0.331 -0.425
H -3.574 -3.713 3.416
H -8.435 1.942 -5.702
H -4.362 -0.307 -0.634
H -0.946 -2.595 -1.820
H 1.610 5.413 3.920
H 4.448 4.685 3.057
H 0.281 1.036 3.339
H -6.913 -5.087 -2.776
H 6.114 1.800 -2.771
H -8.875 -3.547 -2.660
H -3.233 -2.502 -0.810
H -4.683 1.200 -2.679
H -5.610 3.509 -2.885
H -5.330 -7.310 4.947
H 2.399 4.514 6.243
H 5.901 2.853 0.472
H 0.086 -0.464 -2.611
H 3.106 5.989 4.558
H -6.637 -1.173 0.113
H -3.815 -5.363 5.276
H -5.716 -0.617 -4.030
H -6.342 -6.093 1.175
H -1.206 1.649 -2.357
H -4.870 -4.093 1.314
H 1.840 3.331 5.116

=====

Record 5
91
Properties=species:S:1:pos:R:3 method="wB97M-V/def2-TZVPD" homo_ev="-12.6582 / -12.6525" total_charge=+2 gap_ev="5.12 / 4.29" s2=3.814 spin_multiplicity=4
W -0.284 0.120 -0.065
Sb 0.338 0.071 -2.826
S -4.591 2.485 -0.847
S -0.391 2.566 0.046
S -2.457 4.577 -0.583
S -2.674 0.311 -0.271
S 1.629 2.311 2.639
O -4.992 5.082 -1.143
N -0.332 -2.013 -0.208
N 0.471 -2.766 0.580
N 1.820 -0.125 0.272
N 2.043 -3.219 2.466
N 3.340 -3.562 2.266
N 2.360 -1.155 0.981
N 0.474 -1.260 2.597
N 2.665 4.751 2.679
N -0.342 -0.327 2.051
N 3.495 3.262 4.226
C 2.071 -2.439 -2.976
C 2.222 -0.931 -3.136
C -0.743 -0.739 -5.573
C 6.273 5.670 4.705
C -1.043 -2.857 -0.973
C -0.568 -0.245 4.269
C 4.037 0.148 0.347
C 4.273 4.448 6.198
C 6.155 5.938 6.061
C 3.687 -1.004 1.036
C 0.283 -4.059 0.294
C 5.403 4.782 4.090
C 2.363 -5.071 3.627
C 4.396 4.184 4.839
C -3.009 1.944 -0.484
C 2.838 0.666 -0.102
C -0.981 0.284 3.055
C 0.591 1.952 -3.822
C -2.499 -0.789 -3.778
C -4.194 4.247 -0.915
C 1.434 -4.129 3.281
C 1.655 2.813 -3.158
C 2.660 3.521 3.210
C 5.161 5.320 6.807
C 3.536 -4.662 2.962
C -1.979 2.940 -0.356
C 0.364 -1.209 3.933
C -1.024 -1.017 -4.097
C -0.686 -4.164 -0.692
C 2.891 -0.575 -4.457
C -0.725 2.704 -3.974
B 1.387 -2.127 1.685
H 3.182 5.502 3.110
H -0.886 0.042 5.254
H 5.025 0.548 0.211
H 1.611 -2.721 -2.028
H 1.481 -2.876 -3.786
H 1.960 4.965 2.000
H 2.619 2.308 -3.076
H -0.971 0.295 -5.841
H 2.844 -0.561 -2.317
H 0.390 -4.047 3.536
H -2.772 -1.103 -2.770
H 5.072 5.523 7.865
H -1.381 -1.377 -6.186
H 6.842 6.622 6.539
H 0.944 1.645 -4.812
H -0.768 -2.060 -3.886
H 7.057 6.139 4.125
H -1.070 -5.066 -1.133
H 5.514 4.542 3.041
H 2.642 1.565 -0.664
H -1.677 1.081 2.850
H 3.382 2.352 4.641
H 2.221 -5.925 4.264
H -1.084 3.063 -3.006
H 0.290 -0.943 -5.857
H 3.057 -2.905 -3.014
H -0.581 3.582 -4.605
H 0.957 -1.857 4.554
H -3.115 -1.362 -4.473
H 1.811 3.724 -3.739
H -1.759 -2.474 -1.683
H 4.510 -5.124 2.967
H 0.842 -4.822 0.810
H -2.782 0.260 -3.886
H 2.326 -0.946 -5.314
H 4.281 -1.738 1.554
H 3.045 0.496 -4.588
H 1.347 3.125 -2.156
H -1.515 2.101 -4.427
H 3.874 -1.049 -4.499
H 3.483 3.977 6.769

=====

Listing energy above the lowest of the compared OMol25 structures with the same formula, charge and spin for the structures above in their given order: 59.3, 45.1, 0.0, 8.6, 9.2 kcal per mole.